*w*
# CH2N4

A molecular structure, CH2N4 (the ωB97M-V functional and the def2-TZVPD basis, the OMol25 dataset).

Last column: Löwdin charge in e.
Positions of all 7 atoms, in Å:
C: -0.13948 0.00115 0.09770  0.09
N: -3.10167 -0.11516 -0.26339  -0.10
N: -2.57327 0.97468 -0.00193  0.04
N: -2.20607 -0.94002 0.17338  -0.06
N: -1.33215 0.10676 0.35204  -0.17
H: 0.06656 -1.05791 -0.13636  0.11
H: 0.58410 0.77385 -0.05004  0.10

Computed properties:
HOMO = -9.160 eV
Kohn-Sham gap = 0.315 hartree



*x*
# CH2N4

2 unconnected molecules or ions with the total composition CH2N4 (the ωB97M-V functional and the def2-TZVPD basis, the OMol25 dataset).

Last column: Löwdin charge in e.
Positions of all 7 atoms, in Å:
C: 2.69473 1.61007 -1.57845  -0.57
N: 3.06106 2.74923 -1.59960  0.13
N: 2.28494 0.43448 -1.42188  0.10
N: 0.28297 1.17827 -0.89794  0.07
N: -0.08702 0.44234 -0.03505  -0.01
H: 0.27689 -0.47583 0.20704  0.12
H: -0.65786 1.05465 0.65311  0.16

Computed properties:
HOMO (spin up / spin down) = -8.836 / -8.981 eV
Kohn-Sham gap (spin up / spin down) = 0.268 / 0.268 hartree



*y*
# CH2N4

A single CH2N4 molecule (the ωB97M-V functional and the def2-TZVPD basis, the OMol25 dataset).

Last column: Löwdin charge in e.
Positions of all 7 atoms, in Å:
C: 0.78349 0.68675 -0.15978  -0.29
N: -0.40197 1.11293 -0.53618  0.01
N: -1.20462 0.07423 -0.35377  -0.05
N: -0.53986 -0.95810 0.00085  -0.07
N: 0.78800 -0.53529 0.35709  0.05
H: 1.59907 1.42077 0.04706  0.12
H: -1.02412 -1.80129 0.64473  0.24

Computed properties:
structure (SMILES) = c1nn[nH]n1
HOMO = -11.054 eV
Kohn-Sham gap = 0.421 hartree



The most stable arrangement is *y*, and the next structure is 3.587 eV less stable.



*w*
# C4H18NO7S

6 unconnected molecules or ions with the total composition C4H18NO7S (the ωB97M-V functional and the def2-TZVPD basis, the OMol25 dataset).

Last column: Löwdin charge in e.
Positions of all 31 atoms, in Å:
C: 0.65844 -1.84968 -1.90980  -0.18
N: -0.66784 -1.23142 -1.70730  0.04
C: -0.98768 -0.03061 -1.11810  -0.72
O: -0.04694 0.69784 -0.72759  -0.06
O: -2.18140 0.10278 -0.70976  -0.09
C: 1.17403 -2.19832 -0.46889  -0.21
C: 2.21616 -1.10556 0.07378  -0.46
S: 1.98411 -0.81364 1.94529  0.68
H: 1.39280 -1.25088 -2.44144  0.10
H: 0.51452 -2.78582 -2.55135  0.12
H: -1.41900 -1.88205 -2.03979  0.15
H: 1.69989 -3.16181 -0.46556  0.09
H: 0.28960 -2.23782 0.18726  0.09
H: 2.21595 -0.19394 -0.46770  -0.02
H: 3.15619 -1.60962 0.02559  0.04
H: 1.48029 0.37677 2.16582  -0.20
H: -2.44003 -0.97088 0.56999  0.02
H: -3.58320 -0.40011 1.51611  0.04
O: -3.17351 -1.23476 1.22801  -0.13
H: 2.45240 2.22491 -0.70980  0.04
H: 1.75486 0.96547 -1.36046  0.00
O: 2.60316 1.45626 -1.27371  -0.09
H: -1.06798 1.99052 -1.53769  -0.04
H: -2.44506 1.92352 -0.99305  0.08
O: -1.86043 2.51116 -1.63314  -0.13
H: -1.69612 -0.70327 2.58848  0.03
H: -0.95398 0.35837 1.97321  -0.04
O: -1.11354 0.05861 2.84256  -0.09
H: 0.48532 2.59832 0.22686  -0.04
H: -0.97027 2.93541 0.73812  0.04
O: -0.02637 3.15174 0.78152  -0.06

Computed properties:
charge = -1
HOMO = -5.760 eV
Kohn-Sham gap = 0.327 hartree



*x*
# C4H18NO7S

6 unconnected molecules or ions with the total composition C4H18NO7S (the ωB97M-V functional and the def2-TZVPD basis, the OMol25 dataset).

Last column: Löwdin charge in e.
Positions of all 31 atoms, in Å:
O: -3.27519 1.25946 -0.21267  -0.16
C: -2.14744 1.94650 -0.04946  -0.24
N: -1.14575 1.07062 0.02119  0.04
C: 0.27866 1.63368 0.08091  -0.37
C: 0.19136 2.95266 -0.77584  -0.63
S: 1.93943 2.97798 -1.49025  0.15
C: 0.92715 1.52252 1.50873  -0.22
O: 1.78856 0.39478 1.65949  -0.12
H: -2.22238 2.90895 0.42129  0.14
H: -1.28739 0.05172 -0.23041  0.14
H: 0.91003 0.86933 -0.60694  0.08
H: 0.08782 3.80666 -0.16527  0.02
H: -0.42058 2.94712 -1.55890  -0.02
H: 2.20841 0.18155 0.79654  0.09
H: 0.20541 1.28186 2.33926  0.13
H: 1.52599 2.40376 1.68295  0.10
H: 2.11464 -2.17902 1.73627  0.04
H: 1.11532 -3.15774 1.60129  0.01
O: 1.99000 -3.01901 1.29977  -0.03
H: -0.32955 -1.24255 0.79074  0.06
H: -1.54861 -2.12222 0.78519  -0.06
O: -0.64022 -2.20073 0.77961  -0.04
H: 1.70642 -0.65255 -2.67622  0.01
H: 0.22166 -0.40267 -2.49059  0.07
O: 1.04127 -0.71119 -2.03942  -0.06
H: -3.62522 -1.35402 -0.54537  0.09
H: -3.00832 -0.46345 0.40996  -0.06
O: -3.10920 -1.36431 0.29768  -0.05
H: 0.94832 -3.15901 -1.63618  -0.01
H: 1.72375 -2.98609 -0.39366  -0.03
O: 1.83564 -3.19462 -1.33968  -0.09

Computed properties:
charge = -1
HOMO = -3.214 eV
Kohn-Sham gap = 0.226 hartree



The most stable arrangement is *w*, and the next structure is 2.863 eV less stable.



*w*
# CH4NO2

2 unconnected molecules or ions with the total composition CH4NO2 (the ωB97M-V functional and the def2-TZVPD basis, the OMol25 dataset).

Last column: Löwdin charge in e.
Positions of all 8 atoms, in Å:
O: 1.37983 1.31630 -0.81737  -0.14
H: 0.74141 1.24612 -1.53247  0.00
C: 0.14982 -1.15004 0.80130  -0.48
N: -1.20675 -0.54240 0.50579  -0.08
O: 0.92851 -0.29655 1.22847  -0.23
H: 1.11188 0.70513 -0.07217  -0.04
H: -1.27040 -0.00651 -0.33043  -0.01
H: -1.83429 -1.27205 0.21688  -0.02

Computed properties:
charge = -1
HOMO = -1.974 eV
Kohn-Sham gap = 0.240 hartree



*x*
# CH4NO2

2 unconnected molecules or ions with the total composition CH4NO2 (the ωB97M-V functional and the def2-TZVPD basis, the OMol25 dataset).

Last column: Löwdin charge in e.
Positions of all 8 atoms, in Å:
O: -0.63380 -1.96522 0.06961  -0.12
H: -0.36111 -2.14489 -0.83834  0.02
C: 0.99702 0.83555 -0.47818  -0.63
N: -0.25012 1.23479 0.07073  -0.08
O: 1.92507 0.80434 0.32436  -0.22
H: -0.22980 -1.08883 0.19803  -0.02
H: -1.08282 0.98689 -0.43509  0.01
H: -0.36444 1.33736 1.08887  0.04

Computed properties:
charge = -1
HOMO = -1.622 eV
Kohn-Sham gap = 0.233 hartree



The most stable arrangement is *x*, and the next structure is 0.366 eV less stable.



*w*
# CH4NO2

2 unconnected molecules or ions with the total composition CH4NO2 (the ωB97M-V functional and the def2-TZVPD basis, the OMol25 dataset).

Last column: Löwdin charge in e.
Positions of all 8 atoms, in Å:
O: 0.33823 -0.86796 2.34064  -0.13
H: -0.36909 -1.25441 1.92496  -0.06
C: 0.18368 0.03989 -0.65129  -0.46
N: -1.24921 -0.05325 -1.15853  -0.07
O: 0.98762 1.00191 -0.93656  -0.24
H: 0.64981 -0.14303 1.71294  0.02
H: -1.21440 0.15274 -2.12596  -0.02
H: -2.03069 0.30645 -0.72717  -0.04

Computed properties:
charge = -1
HOMO = -1.658 eV
Kohn-Sham gap = 0.247 hartree



*x*
# CH4NO2

2 unconnected molecules or ions with the total composition CH4NO2 (the ωB97M-V functional and the def2-TZVPD basis, the OMol25 dataset).

Last column: Löwdin charge in e.
Positions of all 8 atoms, in Å:
O: -1.14414 -1.33817 1.60346  -0.15
H: -0.50921 -0.60374 1.45054  -0.04
C: 0.98879 0.32816 -0.55368  -0.56
N: 0.38104 0.90279 -1.66461  -0.06
O: 0.31835 0.40519 0.49252  -0.24
H: -1.24741 -1.59638 0.68250  0.00
H: -0.60560 1.15324 -1.77495  0.04
H: 0.82939 0.68743 -2.54007  0.01

Computed properties:
charge = -1
HOMO = -1.867 eV
Kohn-Sham gap = 0.247 hartree



The most stable arrangement is *x*, and the next structure is 1.308 eV less stable.



*w*
# H6O15S3Zn

A molecular structure, H6O15S3Zn (the ωB97M-V functional and the def2-TZVPD basis, the OMol25 dataset).

Last column: Löwdin charge in e.
Positions of all 25 atoms, in Å:
Zn: -6.28204 -15.72275 16.10657  0.54
S: -3.40842 -16.09798 14.77217  0.22
O: -4.83937 -15.65638 14.89091  -0.40
O: -3.17062 -17.00631 15.93105  -0.48
O: -3.21119 -16.75047 13.49196  -0.41
O: -2.48804 -14.94977 14.94161  -0.48
S: -7.65884 -13.10723 14.48364  0.18
O: -6.53982 -12.85253 13.56696  -0.43
O: -7.36899 -14.38000 15.24795  -0.42
O: -7.73330 -12.00858 15.44475  -0.49
O: -8.92755 -13.27845 13.77099  -0.44
S: -8.03034 -18.11796 14.24122  0.17
O: -7.99617 -17.53996 12.88569  -0.44
O: -9.42582 -18.15970 14.73654  -0.50
O: -7.48995 -19.49304 14.13995  -0.50
O: -7.26466 -17.31571 15.21044  -0.41
O: -5.60699 -17.23223 17.28989  -0.04
H: -4.71271 -17.21360 17.66038  0.05
H: -6.09838 -17.86892 17.81814  0.07
O: -7.98568 -15.74424 17.47138  -0.03
H: -7.96318 -15.89261 18.42373  0.04
H: -8.86132 -15.38688 17.28212  0.08
O: -5.38168 -14.11600 17.09630  -0.03
H: -5.29643 -13.23519 16.70362  0.09
H: -4.73175 -14.15200 17.80652  0.06

Computed properties:
charge = -4
HOMO = 4.998 eV
Kohn-Sham gap = 0.098 hartree



*x*
# H6O15S3Zn

A molecular structure, H6O15S3Zn (the ωB97M-V functional and the def2-TZVPD basis, the OMol25 dataset).

Last column: Löwdin charge in e.
Positions of all 25 atoms, in Å:
Zn: -0.23756 0.24909 -0.26416  0.61
S: 1.35690 -2.51788 -1.20330  0.23
O: 0.89229 -1.07225 -1.16105  -0.43
O: 2.56075 -2.59377 -2.06037  -0.47
O: 1.60324 -3.04912 0.13347  -0.41
O: 0.26212 -3.30261 -1.87896  -0.52
S: 2.13082 2.57449 -0.39380  0.21
O: 2.83821 1.99769 0.73466  -0.40
O: 1.91033 4.04108 -0.14907  -0.52
O: 2.88122 2.38408 -1.65514  -0.47
O: 0.73755 1.97852 -0.52386  -0.45
S: -0.02830 -0.47659 3.16317  0.22
O: -0.14683 -0.14509 1.69206  -0.43
O: -1.23601 0.10728 3.83178  -0.52
O: -0.01218 -1.94543 3.33078  -0.46
O: 1.21260 0.10676 3.69234  -0.43
O: -0.90296 0.45493 -2.30831  -0.04
H: -1.53270 1.04324 -2.73115  0.05
H: -0.93219 -0.37510 -2.79954  0.07
O: -2.05547 1.60404 -0.02538  -0.03
H: -2.07641 2.05660 0.82535  0.08
H: -2.96489 1.55950 -0.32359  0.04
O: -1.80489 -1.34364 -0.12462  -0.04
H: -1.74634 -1.93608 0.63562  0.08
H: -2.70932 -1.39975 -0.43692  0.04

Computed properties:
charge = -4
HOMO = 4.468 eV
Kohn-Sham gap = 0.113 hartree



The most stable arrangement is *x*, and the next structure is 0.412 eV less stable.